# 1
71
Properties=species:S:1:pos:R:3:mulliken_charge:R:1 method="wB97M-V/def2-TZVPD" spin_multiplicity=2 s_squared=0.751 largest_force_ha_per_bohr=0.04741 relative_energy_kcal_mol=44.44 charge=+2 orbital_gap_ev="10.019 / 7.563"
Cu -0.45 -0.20 -0.09 1.129
C -4.07 2.07 0.96 -1.024
S -3.53 0.38 1.59 0.271
O -2.32 0.07 0.75 0.084
C -2.90 0.85 3.31 -0.835
H -4.81 1.99 0.17 0.345
H -3.35 2.86 0.72 0.242
H -4.50 2.46 1.88 0.488
H -3.69 1.16 4.00 0.506
H -2.03 1.50 3.20 0.068
H -2.56 -0.06 3.80 0.240
C -0.28 0.38 -4.71 -1.209
S 0.36 0.74 -3.04 0.829
O -0.74 0.94 -2.04 -0.694
C 0.95 2.50 -3.44 -1.326
H -0.57 1.29 -5.21 0.465
H -1.26 -0.07 -4.61 0.327
H 0.36 -0.37 -5.18 0.377
H 1.29 2.44 -4.48 0.527
H 1.81 2.84 -2.86 0.313
H 0.18 3.26 -3.28 0.342
C 2.88 1.71 2.11 -0.911
S 3.03 0.50 0.65 0.478
O 1.85 0.68 -0.27 -0.268
C 4.39 1.33 -0.11 -1.108
H 3.78 1.83 2.71 0.547
H 2.19 1.32 2.85 0.038
H 2.56 2.70 1.78 0.210
H 4.11 2.13 -0.80 0.255
H 4.99 0.63 -0.69 0.359
H 4.94 1.63 0.78 0.466
C 0.47 4.19 -0.22 -0.449
S -0.71 3.11 0.79 0.181
O -0.26 1.67 0.88 -0.179
C -0.33 3.99 2.41 -0.870
H 0.42 4.07 -1.30 -0.028
H 1.46 3.86 0.12 0.072
H 0.41 5.28 -0.13 0.472
H -0.69 5.01 2.57 0.394
H 0.76 3.98 2.39 0.269
H -0.60 3.28 3.19 0.259
C 1.29 -1.18 4.16 -0.925
S -0.23 -1.69 3.23 0.272
O -0.24 -0.91 1.89 -0.289
C 0.31 -3.37 2.75 -0.848
H 2.11 -1.28 3.44 0.203
H 1.58 -1.84 4.98 0.480
H 1.13 -0.17 4.53 0.283
H 0.03 -4.06 3.55 0.491
H 1.26 -3.46 2.23 0.250
H -0.34 -3.61 1.90 0.154
C 1.51 -4.34 -1.30 -0.882
S 1.41 -2.52 -1.68 0.596
O 0.83 -1.83 -0.48 -0.127
C 3.23 -2.13 -1.85 -1.189
H 0.61 -4.84 -1.65 0.314
H 1.41 -4.43 -0.22 0.146
H 2.45 -4.79 -1.63 0.424
H 3.75 -2.40 -0.93 0.357
H 3.48 -1.09 -2.06 0.184
H 3.64 -2.83 -2.58 0.529
C -2.47 -3.45 -2.87 -1.083
S -2.53 -2.67 -1.16 0.456
O -1.74 -1.40 -1.32 -0.516
C -4.38 -2.30 -1.11 -0.964
H -1.42 -3.33 -3.13 0.229
H -3.16 -2.96 -3.56 0.431
H -2.69 -4.51 -2.78 0.413
H -5.12 -2.76 -0.45 0.406
H -4.74 -2.49 -2.12 0.345
H -4.48 -1.24 -0.91 0.206

***

# 2
71
Properties=species:S:1:pos:R:3:mulliken_charge:R:1 method="wB97M-V/def2-TZVPD" largest_force_ha_per_bohr=0.05991 relative_energy_kcal_mol=12.75 charge=+3 orbital_gap_ev=1.204
In -2.36 -0.77 -0.23 1.001
C 3.07 5.14 -3.03 -0.855
S 3.36 3.39 -3.48 0.580
O 2.03 2.59 -3.51 -0.528
C 3.88 3.62 -5.20 -0.909
H 4.06 5.57 -2.85 0.363
H 2.36 5.19 -2.21 0.325
H 2.64 5.66 -3.89 0.317
H 4.69 4.34 -5.27 0.361
H 3.03 3.96 -5.79 0.340
H 4.23 2.72 -5.70 0.325
C -4.23 3.77 7.49 -0.834
S -4.99 2.54 6.31 0.554
O -4.05 1.99 5.24 -0.536
C -5.10 1.21 7.50 -0.953
H -4.97 4.31 8.08 0.361
H -3.75 4.50 6.84 0.311
H -3.58 3.30 8.23 0.294
H -4.20 1.02 8.08 0.345
H -5.14 0.32 6.87 0.337
H -5.89 1.33 8.24 0.383
C 2.83 2.67 5.94 -0.935
S 3.22 2.78 4.15 0.581
O 2.03 2.45 3.30 -0.533
C 3.38 4.59 4.20 -0.898
H 3.61 3.11 6.57 0.366
H 2.79 1.62 6.25 0.328
H 1.93 3.22 6.22 0.343
H 2.41 5.07 4.08 0.320
H 4.01 4.84 3.35 0.322
H 4.01 4.94 5.02 0.360
C 1.53 -3.09 -6.89 -0.830
S -0.01 -4.14 -6.76 0.550
O -0.87 -3.47 -5.65 -0.517
C -0.93 -3.75 -8.32 -0.864
H 1.34 -2.03 -7.07 0.311
H 2.12 -3.51 -7.70 0.353
H 2.10 -3.15 -5.96 0.304
H -0.38 -3.92 -9.25 0.360
H -1.32 -2.73 -8.33 0.320
H -1.85 -4.34 -8.37 0.323
C 6.34 -3.66 -0.43 -0.919
S 4.66 -4.33 0.09 0.576
O 3.54 -3.65 -0.67 -0.505
C 4.88 -6.00 -0.60 -0.909
H 6.45 -3.72 -1.51 0.349
H 7.17 -4.35 -0.27 0.395
H 6.45 -2.65 -0.03 0.298
H 3.98 -6.60 -0.53 0.327
H 5.59 -6.52 0.05 0.379
H 5.30 -5.99 -1.60 0.319
C -3.37 8.23 1.01 -0.938
S -3.92 6.88 -0.20 0.542
O -3.31 5.57 0.25 -0.530
C -5.64 6.97 0.28 -0.839
H -3.74 8.26 2.04 0.332
H -3.46 9.12 0.40 0.380
H -2.28 8.11 1.05 0.324
H -6.11 6.20 -0.32 0.321
H -5.96 8.01 0.16 0.374
H -5.69 6.75 1.35 0.299
C -2.25 -9.97 0.45 -0.936
S -3.23 -8.54 -0.12 0.558
O -2.37 -7.30 -0.37 -0.532
C -3.44 -9.11 -1.87 -0.787
H -1.33 -10.08 -0.13 0.361
H -2.66 -10.96 0.23 0.393
H -2.02 -9.86 1.51 0.307
H -3.02 -10.09 -2.10 0.304
H -3.08 -8.44 -2.65 0.313
H -4.53 -9.12 -1.96 0.302

***

# 3
86
Properties=species:S:1:pos:R:3:mulliken_charge:R:1 method="wB97M-V/def2-TZVPD" largest_force_ha_per_bohr=0.08755 smiles="COP(=O)(OC)OC.COP(=O)(OC)OC.COP(=O)(OC)OC.C[N+](=O)[O-].C[N+](=O)[O-].C[N+](=O)[O-].C[N+](=O)[O-].C[N+](=O)[O-]" orbital_gap_ev=10.217
C -7.40 0.35 3.69 -0.625
O -7.76 -0.94 4.26 -0.361
P -6.57 -2.04 4.57 0.967
O -5.61 -1.71 5.68 -0.687
O -7.34 -3.39 4.70 -0.199
C -8.24 -3.61 5.80 -0.688
O -5.91 -2.09 3.08 -0.245
C -4.67 -2.70 2.72 -0.618
H -7.71 0.29 2.64 0.254
H -6.32 0.53 3.70 0.303
H -7.90 1.23 4.08 0.271
H -7.58 -3.92 6.61 0.304
H -8.78 -4.52 5.54 0.249
H -8.98 -2.84 6.03 0.290
H -4.89 -3.49 1.99 0.230
H -4.12 -3.14 3.55 0.307
H -4.03 -1.97 2.22 0.249
C -4.46 -4.70 -2.23 -0.586
O -4.06 -5.99 -1.79 -0.251
P -5.12 -7.25 -1.88 0.915
O -5.65 -7.69 -3.23 -0.659
O -4.37 -8.50 -1.16 -0.310
C -3.54 -9.49 -1.87 -0.667
O -6.21 -6.77 -0.76 -0.236
C -7.14 -7.66 -0.21 -0.687
H -3.59 -4.06 -2.08 0.241
H -5.41 -4.44 -1.76 0.265
H -4.69 -4.59 -3.29 0.275
H -4.04 -10.45 -2.00 0.262
H -2.56 -9.59 -1.40 0.291
H -3.24 -9.09 -2.84 0.303
H -7.30 -8.51 -0.88 0.334
H -8.12 -7.18 -0.15 0.259
H -6.72 -7.95 0.75 0.250
C 3.82 5.45 -4.83 -0.666
O 4.48 6.70 -4.58 -0.373
P 5.35 6.75 -3.16 0.951
O 5.87 5.46 -2.79 -0.607
O 6.45 8.00 -3.31 -0.314
C 7.65 8.00 -2.52 -0.589
O 4.24 7.53 -2.12 -0.195
C 3.39 8.55 -2.70 -0.632
H 2.78 5.70 -5.01 0.249
H 3.90 4.88 -3.90 0.370
H 4.20 5.02 -5.75 0.208
H 8.48 7.44 -2.94 0.269
H 7.42 7.51 -1.58 0.266
H 8.00 9.02 -2.33 0.255
H 2.62 8.00 -3.25 0.237
H 3.97 9.11 -3.43 0.288
H 2.98 9.33 -2.05 0.280
C 6.35 3.08 1.64 -0.775
N 6.54 4.33 2.32 0.876
O 6.90 4.26 3.51 -0.510
O 6.20 5.36 1.71 -0.502
H 6.42 2.37 2.47 0.372
H 7.17 2.93 0.94 0.275
H 5.35 3.02 1.21 0.265
C 1.22 6.62 1.63 -0.761
N 0.79 5.21 1.30 0.879
O 0.01 5.13 0.37 -0.529
O 1.43 4.32 1.74 -0.495
H 0.77 6.78 2.61 0.306
H 0.80 7.38 0.96 0.304
H 2.29 6.80 1.67 0.296
C 1.47 -0.05 4.07 -0.597
N 2.97 -0.13 4.11 0.783
O 3.54 -0.38 3.01 -0.501
O 3.60 0.19 5.14 -0.489
H 1.16 -0.65 3.21 0.278
H 1.14 0.99 3.97 0.251
H 1.25 -0.41 5.07 0.275
C 5.26 -3.94 -4.13 -0.684
N 5.88 -5.28 -4.19 0.812
O 7.03 -5.37 -4.68 -0.501
O 5.23 -6.26 -3.81 -0.497
H 5.44 -3.63 -3.10 0.276
H 4.19 -4.10 -4.19 0.303
H 5.69 -3.23 -4.84 0.291
C 1.54 0.58 -1.69 -0.633
N 0.73 -0.70 -1.60 0.852
O 1.18 -1.71 -2.13 -0.524
O -0.26 -0.78 -0.91 -0.515
H 2.33 0.72 -0.95 0.264
H 0.79 1.37 -1.60 0.282
H 2.04 0.62 -2.66 0.274

***

# 4
68
Properties=species:S:1:pos:R:3:mulliken_charge:R:1 method="wB97M-V/def2-TZVPD" largest_force_ha_per_bohr=0.05041 relative_energy_kcal_mol=28.67 smiles=OCCO.OCCO.OCCO.OCCO.OCCO.CCO.CCO orbital_gap_ev=9.847
O -0.03 0.08 -5.57 -0.609
C -0.75 -0.71 -4.67 0.098
C -2.27 -0.34 -4.62 -0.365
O -3.01 -0.99 -5.68 -0.550
H -0.41 0.07 -6.45 0.337
H -0.56 -1.78 -4.75 0.382
H -0.36 -0.51 -3.67 -0.205
H -2.29 0.72 -4.87 0.267
H -2.62 -0.48 -3.60 0.321
H -3.93 -0.73 -5.56 0.317
O 2.29 -4.46 3.88 -0.508
C 1.19 -4.12 3.06 -0.501
C 0.40 -2.84 3.52 -0.365
O 1.29 -1.76 3.30 -0.360
H 1.97 -4.36 4.78 0.307
H 1.62 -4.12 2.05 0.244
H 0.46 -4.91 3.16 0.368
H 0.20 -2.89 4.59 0.381
H -0.50 -2.64 2.95 0.238
H 1.90 -1.65 4.03 0.230
O 4.81 -2.64 0.58 -0.557
C 3.59 -1.96 0.29 0.050
C 3.78 -0.67 -0.44 -0.347
O 4.37 -0.79 -1.71 -0.550
H 4.58 -3.54 0.81 0.311
H 2.92 -2.56 -0.33 0.332
H 3.11 -1.66 1.21 0.010
H 4.32 0.06 0.17 0.435
H 2.83 -0.14 -0.57 0.032
H 5.15 -0.23 -1.79 0.329
O -2.29 -0.58 7.06 -0.541
C -2.12 -0.61 5.63 -0.124
C -1.14 0.56 5.31 -0.520
O -1.54 1.81 5.76 -0.508
H -1.62 -0.05 7.49 0.344
H -1.68 -1.55 5.31 0.107
H -3.10 -0.45 5.20 0.327
H -0.88 0.62 4.25 0.241
H -0.21 0.29 5.80 0.332
H -2.48 1.89 5.61 0.347
O 1.84 2.54 -0.29 -0.556
C 1.08 2.75 -1.48 -0.102
C 1.52 1.96 -2.74 -0.077
O 0.55 2.12 -3.81 -0.490
H 1.42 1.81 0.17 0.215
H 0.03 2.64 -1.20 0.010
H 1.25 3.81 -1.70 0.300
H 1.50 0.87 -2.70 0.186
H 2.48 2.38 -3.03 0.201
H 0.70 1.43 -4.45 0.271
C -2.90 2.91 -2.35 -0.498
C -2.40 3.96 -3.25 -0.410
O -1.78 3.48 -4.45 -0.564
H -3.00 3.18 -1.29 0.351
H -2.24 2.04 -2.33 -0.188
H -3.86 2.49 -2.66 0.410
H -1.65 4.52 -2.70 0.243
H -3.22 4.63 -3.48 0.324
H -0.90 3.19 -4.20 0.394
C -1.53 0.18 0.10 -1.124
C -0.69 -0.60 1.11 0.071
O 0.62 0.05 1.16 -0.385
H -1.54 1.26 0.25 0.274
H -2.50 -0.31 0.09 0.440
H -1.13 0.10 -0.91 -0.011
H -0.57 -1.63 0.79 0.328
H -1.24 -0.68 2.04 0.130
H 1.15 -0.48 1.77 0.182

***

# 5
69
Properties=species:S:1:pos:R:3:mulliken_charge:R:1 method="wB97M-V/def2-TZVPD" largest_force_ha_per_bohr=0.02312 relative_energy_kcal_mol=4.63 smiles=OCCO.OCCO.OCCO.OCCO.OCCO.OCCO.CCO orbital_gap_ev=10.318
O -4.25 -1.18 4.54 -0.537
C -3.73 -1.23 3.21 -0.175
C -4.64 -0.44 2.33 -0.343
O -4.23 -0.48 0.97 -0.595
H -3.79 -1.84 5.07 0.306
H -2.72 -0.81 3.18 0.148
H -3.64 -2.26 2.85 0.275
H -4.67 0.60 2.69 0.208
H -5.66 -0.82 2.36 0.321
H -3.33 -0.13 0.93 0.344
O 3.58 -1.75 -3.23 -0.623
C 3.52 -0.38 -2.79 0.588
C 4.72 0.38 -3.30 -0.628
O 5.85 0.06 -2.47 -0.537
H 3.55 -2.30 -2.45 0.366
H 2.62 0.07 -3.20 0.039
H 3.53 -0.33 -1.70 -0.117
H 4.53 1.45 -3.20 0.266
H 4.94 0.12 -4.33 0.370
H 6.62 0.02 -3.04 0.303
O -0.03 -0.09 -3.96 -0.525
C -1.31 0.07 -4.55 -0.715
C -2.33 -0.87 -3.97 -0.041
O -1.96 -2.20 -4.30 -0.551
H 0.23 -1.02 -4.02 0.277
H -1.62 1.10 -4.40 0.396
H -1.24 -0.10 -5.64 0.313
H -3.32 -0.60 -4.36 0.424
H -2.35 -0.74 -2.88 -0.015
H -2.67 -2.78 -4.01 0.310
O 0.89 1.01 -1.55 -0.335
C -0.05 1.46 -0.61 -0.518
C -0.83 0.34 0.04 1.351
O -1.71 0.80 1.05 -0.388
H 0.46 0.56 -2.30 0.210
H 0.51 1.97 0.19 0.160
H -0.71 2.23 -1.03 0.349
H -0.15 -0.43 0.41 -0.513
H -1.45 -0.16 -0.72 -0.301
H -1.22 1.43 1.62 0.132
O 4.73 0.66 2.02 -0.533
C 3.91 -0.47 2.22 -0.597
C 2.56 -0.12 1.64 -0.151
O 1.94 0.85 2.50 -0.481
H 5.64 0.47 2.28 0.294
H 4.32 -1.36 1.71 0.373
H 3.79 -0.75 3.27 0.336
H 1.88 -0.97 1.57 0.081
H 2.68 0.32 0.65 0.321
H 2.46 1.66 2.38 0.344
O -3.36 4.72 4.01 -0.523
C -2.07 4.11 3.92 -0.416
C -1.72 3.87 2.46 -0.335
O -0.58 3.02 2.38 -0.455
H -3.83 4.25 4.70 0.327
H -1.31 4.74 4.39 0.217
H -2.12 3.13 4.40 0.332
H -1.54 4.79 1.91 0.382
H -2.56 3.35 2.00 0.215
H 0.24 3.52 2.33 0.225
C 0.40 -3.14 -1.64 -0.547
C 0.02 -3.52 -0.23 -0.102
O 1.20 -3.75 0.52 -0.582
H -0.44 -3.19 -2.33 0.247
H 1.15 -3.80 -2.09 0.396
H 0.82 -2.13 -1.68 -0.154
H -0.55 -4.45 -0.32 0.386
H -0.62 -2.74 0.20 0.094
H 0.97 -3.82 1.45 0.304

***

# 6
70
Properties=species:S:1:pos:R:3:mulliken_charge:R:1 method="wB97M-V/def2-TZVPD" largest_force_ha_per_bohr=0.02919 relative_energy_kcal_mol=12.75 smiles=OCCO.OCCO.OCCO.OCCO.OCCO.OCCO.OCCO orbital_gap_ev=10.187
O 1.13 3.38 1.73 -0.555
C 1.11 2.47 2.80 0.212
C -0.28 2.29 3.35 -0.198
O -0.77 3.56 3.78 -0.544
H 1.09 4.27 2.10 0.327
H 1.50 1.52 2.41 -0.409
H 1.80 2.76 3.60 0.348
H -0.25 1.59 4.20 0.517
H -0.96 1.87 2.61 0.017
H -1.09 3.49 4.68 0.314
O -0.77 0.30 -1.05 0.014
C 0.27 -0.66 -1.02 -0.916
C 1.16 -0.35 0.14 0.019
O 0.47 -0.58 1.39 -0.734
H -1.11 0.39 -1.94 0.012
H -0.19 -1.65 -0.82 0.226
H 0.79 -0.81 -1.96 0.498
H 1.41 0.72 0.09 0.227
H 2.09 -0.93 0.12 0.281
H -0.46 -0.42 1.18 0.236
O -2.42 1.38 -6.45 -0.536
C -1.14 2.00 -6.57 -0.346
C -0.31 1.55 -5.40 -0.500
O -0.93 1.85 -4.18 -0.420
H -3.10 1.94 -6.84 0.305
H -0.67 1.73 -7.52 0.303
H -1.20 3.09 -6.55 0.289
H 0.66 2.05 -5.42 0.326
H -0.07 0.48 -5.50 0.278
H -1.81 1.45 -4.20 0.320
O -2.56 2.33 -0.19 -0.523
C -1.84 3.56 -0.11 0.392
C -2.82 4.69 -0.16 -0.777
O -3.47 4.76 -1.42 -0.515
H -1.92 1.61 -0.12 0.261
H -1.30 3.60 0.84 -0.034
H -1.13 3.65 -0.94 0.243
H -2.28 5.61 0.06 0.290
H -3.55 4.55 0.65 0.375
H -4.42 4.77 -1.30 0.308
O -3.62 -2.69 1.58 -0.499
C -4.22 -2.70 0.28 -0.435
C -3.51 -1.69 -0.61 0.142
O -2.86 -2.32 -1.73 -0.560
H -4.24 -3.06 2.22 0.273
H -4.16 -3.70 -0.16 0.281
H -5.28 -2.45 0.36 0.331
H -2.76 -1.10 -0.08 -0.096
H -4.25 -1.01 -1.03 0.271
H -2.31 -3.02 -1.37 0.284
O 4.78 -2.84 0.55 -0.576
C 4.20 -3.16 -0.70 -0.340
C 3.18 -4.28 -0.58 -0.444
O 1.88 -3.81 -0.23 -0.467
H 4.06 -2.58 1.14 0.370
H 3.70 -2.29 -1.13 0.140
H 5.01 -3.48 -1.36 0.396
H 3.55 -5.00 0.16 0.298
H 3.15 -4.89 -1.49 0.369
H 1.91 -3.64 0.71 0.281
O 2.60 -2.06 2.34 -0.408
C 2.91 -1.36 3.53 -0.471
C 3.87 -2.19 4.35 -0.401
O 3.30 -3.46 4.64 -0.538
H 1.74 -1.77 2.00 0.272
H 3.25 -0.33 3.37 0.336
H 1.99 -1.28 4.13 0.360
H 4.07 -1.67 5.28 0.338
H 4.78 -2.39 3.77 0.252
H 2.60 -3.63 4.00 0.307

***

# 7
63
Properties=species:S:1:pos:R:3:mulliken_charge:R:1 method="wB97M-V/def2-TZVPD" largest_force_ha_per_bohr=0.05784 relative_energy_kcal_mol=95.54 smiles=CCO.CCO.CCO.CCO.CCO.CCO.CCO orbital_gap_ev=10.339
C -5.98 -6.83 -1.21 -0.876
C -5.17 -6.15 0.00 -0.236
O -4.45 -4.99 -0.46 -0.530
H -6.05 -7.91 -1.08 0.308
H -5.53 -6.56 -2.17 0.271
H -7.01 -6.49 -1.30 0.253
H -4.41 -6.89 0.26 0.216
H -5.77 -6.01 0.89 0.291
H -3.61 -5.19 -0.90 0.303
C 1.08 -7.81 -3.50 -1.044
C 0.94 -6.43 -4.06 -0.113
O 0.47 -5.54 -3.06 -0.525
H 0.15 -8.18 -3.06 0.295
H 1.83 -8.02 -2.73 0.295
H 1.31 -8.51 -4.31 0.320
H 0.21 -6.47 -4.88 0.179
H 1.90 -6.02 -4.37 0.282
H 1.10 -4.82 -2.94 0.311
C 1.80 6.60 4.31 -1.052
C 0.77 7.54 3.81 -0.197
O 1.41 8.77 3.41 -0.507
H 1.49 5.72 4.87 0.365
H 2.27 7.06 5.18 0.287
H 2.51 6.32 3.53 0.251
H -0.11 7.71 4.42 0.321
H 0.27 7.04 2.98 0.233
H 0.70 9.42 3.38 0.297
C 8.96 3.41 -1.46 -0.982
C 8.01 4.60 -1.65 -0.209
O 6.81 4.08 -2.14 -0.500
H 9.98 3.81 -1.37 0.325
H 8.92 2.80 -2.36 0.288
H 8.71 2.89 -0.54 0.259
H 8.47 5.33 -2.31 0.289
H 7.83 5.06 -0.67 0.244
H 6.28 4.78 -2.52 0.286
C -1.62 1.85 8.09 -0.851
C -2.40 2.89 8.90 -0.232
O -2.07 2.80 10.24 -0.529
H -1.39 2.35 7.15 0.263
H -2.19 0.92 8.02 0.240
H -0.66 1.72 8.59 0.307
H -3.47 2.76 8.73 0.248
H -2.28 3.96 8.73 0.263
H -1.13 2.67 10.34 0.292
C 0.76 2.21 -0.32 -1.082
C 0.78 0.98 -1.24 -0.136
O 1.86 0.73 -2.06 -0.513
H 1.71 2.45 0.14 0.346
H 0.15 1.99 0.56 0.304
H 0.50 3.20 -0.71 0.322
H -0.11 0.94 -1.86 0.232
H 0.70 0.03 -0.70 0.233
H 2.52 1.42 -1.90 0.295
C -4.14 -2.94 -6.44 -0.889
C -4.15 -1.54 -5.81 -0.233
O -4.81 -1.55 -4.51 -0.512
H -3.39 -3.02 -7.23 0.292
H -5.10 -3.13 -6.91 0.257
H -4.03 -3.83 -5.82 0.302
H -4.71 -0.82 -6.40 0.253
H -3.15 -1.14 -5.69 0.242
H -4.28 -2.06 -3.89 0.289